Record 1
This record from OMol25 describes the molecule C22H26N4O2S. The level of theory is the ωB97M-V functional and the def2-TZVPD basis.

Last columns: bonded neighbours and bond lengths (Å).
Cartesian coordinates (Å):
1 C 1.9584 4.9086 -5.8194  O2 1.404, H30 1.089, H31 1.096, H32 1.096
2 O 1.2664 4.9349 -4.5981  C1 1.404, C3 1.371
3 C 1.7339 4.1530 -3.5739  O2 1.371, C4 1.389, C29 1.392
4 C 2.8332 3.3073 -3.6452  C3 1.389, C5 1.382, H33 1.079
5 C 3.2150 2.5652 -2.5434  C4 1.382, C6 1.397, H34 1.079
6 C 2.5161 2.6198 -1.3350  C5 1.397, N7 1.392, C28 1.399
7 N 2.9827 1.9033 -0.2361  C6 1.392, C8 1.445, C27 1.448
8 C 2.4012 2.0994 1.0720  N7 1.445, C9 1.532, H35 1.089, H36 1.096
9 C 1.1953 1.1869 1.3171  C8 1.532, N10 1.453, H37 1.091, H38 1.106
10 N 1.6146 -0.1960 1.1688  C9 1.453, C11 1.450, C26 1.452
11 C 0.5710 -1.1449 1.5059  N10 1.450, C12 1.530, H39 1.093, H40 1.107
12 C 0.3308 -1.1902 3.0162  C11 1.530, C13 1.527, H41 1.090, H42 1.090
13 C -0.3757 -2.4726 3.4513  C12 1.527, N14 1.457, H43 1.093, H44 1.091
14 N -1.6822 -2.6218 2.8240  C13 1.457, C15 1.366, C24 1.396
15 C -2.7364 -1.9274 3.3451  N14 1.366, S16 1.648, N17 1.361
16 S -2.6271 -0.9442 4.6628  C15 1.648
17 N -3.9479 -2.0697 2.7417  C15 1.361, C18 1.371, H45 1.012
18 C -4.1802 -2.8701 1.6531  N17 1.371, C19 1.394, C23 1.399
19 C -5.4458 -2.9812 1.0788  C18 1.394, C20 1.379, H46 1.080
20 C -5.6264 -3.8035 -0.0140  C19 1.379, C21 1.392, H47 1.079
21 C -4.5605 -4.5206 -0.5487  C20 1.392, C22 1.379, H48 1.079
22 C -3.3069 -4.4136 0.0148  C21 1.379, C23 1.394, H49 1.079
23 C -3.1043 -3.5890 1.1204  C18 1.399, C22 1.394, C24 1.466
24 C -1.7730 -3.4763 1.7244  N14 1.396, C23 1.466, O25 1.212
25 O -0.8006 -4.0775 1.3227  C24 1.212
26 C 2.1395 -0.4025 -0.1688  N10 1.452, C27 1.533, H50 1.092, H51 1.107
27 C 3.3491 0.5120 -0.3955  N7 1.448, C26 1.533, H52 1.088, H53 1.095
28 C 1.4140 3.4800 -1.2792  C6 1.399, C29 1.379, H54 1.078
29 C 1.0362 4.2308 -2.3720  C3 1.392, C28 1.379, H55 1.079
30 H 1.4289 5.5989 -6.4747  C1 1.089
31 H 1.9504 3.9089 -6.2677  C1 1.096
32 H 2.9947 5.2445 -5.7039  C1 1.096
33 H 3.4136 3.2219 -4.5507  C4 1.079
34 H 4.0939 1.9444 -2.6279  C5 1.079
35 H 2.1349 3.1468 1.2099  C8 1.089
36 H 3.1730 1.8427 1.8060  C8 1.096
37 H 0.8286 1.3416 2.3325  C9 1.091
38 H 0.3838 1.4348 0.6078  C9 1.106
39 H 0.9058 -2.1319 1.1770  C11 1.093
40 H -0.3736 -0.9186 0.9750  C11 1.107
41 H 1.2973 -1.1481 3.5187  C12 1.090
42 H -0.2599 -0.3330 3.3404  C12 1.090
43 H -0.5206 -2.4651 4.5342  C13 1.093
44 H 0.2116 -3.3453 3.1604  C13 1.091
45 H -4.7082 -1.5448 3.1548  N17 1.012
46 H -6.2711 -2.4239 1.4961  C19 1.080
47 H -6.6069 -3.8900 -0.4572  C20 1.079
48 H -4.7177 -5.1595 -1.4033  C21 1.079
49 H -2.4601 -4.9566 -0.3754  C22 1.079
50 H 2.4488 -1.4456 -0.2655  C26 1.092
51 H 1.3786 -0.1903 -0.9439  C26 1.107
52 H 3.7545 0.3326 -1.3892  C27 1.088
53 H 4.1157 0.2752 0.3491  C27 1.095
54 H 0.8302 3.5714 -0.3771  C28 1.078
55 H 0.1835 4.8894 -2.3152  C29 1.079

The value obtained for the calculated total energy is -1621.6549 hartree. As for the net charge: 0.

Record 2
This record from OMol25 describes the molecule C4H6O2 in a non-equilibrium geometry. The level of theory is the ωB97M-V functional and the def2-TZVPD basis.

Last columns: bonded neighbours and bond lengths (Å).
Cartesian coordinates (Å):
1 O -0.7462 1.2316 1.1934  C2 1.380, H7 0.954
2 C -0.6248 -0.0598 0.7224  O1 1.380, C3 1.531, C5 1.529, H8 1.095
3 C -0.6318 -0.1906 -0.8028  C2 1.531, C4 1.511, C5 1.823, O6 1.459, H9 1.090
4 C 0.7458 0.4095 -0.9633  C3 1.511, C5 1.657, H10 1.093, H11 1.076
5 C 0.7332 -0.6370 0.3209  C2 1.529, C3 1.823, C4 1.657, O6 1.475, H12 1.087
6 O 0.0263 -1.4845 -0.6577  C3 1.459, C5 1.475
7 H -0.3955 1.2955 2.0783  O1 0.954
8 H -1.2953 -0.7678 1.2213  C2 1.095
9 H -1.4762 -0.1424 -1.4905  C3 1.090
10 H 1.2546 0.1184 -1.8862  C4 1.093
11 H 0.9621 1.4184 -0.6588  C4 1.076
12 H 1.4477 -1.1913 0.9231  C5 1.087

The value obtained for the calculated total energy is -306.3680 hartree. As for the net charge: 0.

Energy relative to the best compared isomer or geometry (same formula, charge and spin) values (in kJ/mol) by entry order: 105.8 363.0.
Lowest unoccupied orbital energy values (in eV) by entry order: 0.1 0.8.